# 1
{
  "formula": "C24H50FN2O2",
  "method": "ωB97M-V/def2-TZVPD",
  "homo_energy_ev": -3.257,
  "e_lumo_ev": 2.5,
  "orbital_gap_ev": 5.759,
  "charge": -1,
  "symbols": ["C", "C", "C", "C", "C", "C", "C", "C", "C", "C", "N", "C", "O", "N", "C", "O", "F", "H", "H", "H", "H", "H", "H", "H", "H", "H", "H", "H", "H", "H", "H", "H", "H", "H", "H", "H", "H", "H", "H", "C", "C", "C", "C", "C", "C", "H", "H", "H", "H", "H", "H", "H", "H", "H", "H", "H", "H", "H", "H", "C", "C", "C", "C", "C", "C", "H", "H", "H", "H", "H", "H", "H", "H", "H", "H", "H", "H", "H", "H"],
  "coordinates": [[5.343899, -0.585908, 2.676439], [4.697367, 0.691591, 2.142244], [4.105940, 1.505210, 3.309518], [3.812357, 0.510975, 0.904085], [2.425839, -0.136539, 0.944337], [1.383374, 0.745179, 1.683295], [-0.007330, 0.734806, 1.056363], [-0.943105, 1.828836, 1.570555], [-1.519914, 1.599293, 2.973142], [-2.178516, 0.245410, 3.194682], [-3.232335, -0.060752, 2.216537], [2.474876, -1.480529, 1.370682], [3.358078, -2.318119, 1.148031], [1.265990, -2.056699, 2.036977], [1.204854, -2.195038, 3.367252], [0.342002, -2.715041, 4.000941], [2.279676, -1.709974, 4.004437], [5.940671, -1.057426, 1.899117], [4.618932, -1.287473, 3.071372], [6.016737, -0.316960, 3.496800], [5.556681, 1.276480, 1.792600], [3.860795, 0.852288, 4.145879], [4.865108, 2.192874, 3.688200], [3.248470, 2.109638, 3.035450], [3.675626, 1.504345, 0.457825], [4.397814, -0.046749, 0.166872], [1.732166, 1.774035, 1.559372], [1.355145, 0.564664, 2.761165], [-0.528704, -0.219168, 1.145966], [0.130609, 0.886165, -0.015004], [-1.783130, 1.886559, 0.873020], [-0.450271, 2.800145, 1.540404], [-0.746029, 1.757839, 3.723466], [-2.284807, 2.366283, 3.136415], [-2.607443, 0.204190, 4.194409], [-1.417074, -0.531104, 3.133273], [-3.455132, 0.737382, 1.642187], [-2.981929, -0.832811, 1.620360], [0.388772, -1.769001, 1.637969], [-5.400615, -0.417734, -1.644732], [-6.634850, 0.390817, -1.253206], [-6.867656, 0.447349, 0.255504], [-7.117466, -0.905258, 0.921945], [-8.302851, -1.688114, 0.359601], [-9.640820, -0.972450, 0.526419], [-5.489984, -1.462264, -1.343725], [-5.252253, -0.400894, -2.725396], [-4.502444, -0.007353, -1.178962], [-7.515996, -0.016695, -1.757611], [-6.518514, 1.413108, -1.623051], [-7.708061, 1.117763, 0.459692], [-5.995524, 0.906354, 0.730444], [-7.273848, -0.739623, 1.991721], [-6.217332, -1.519724, 0.847278], [-8.352439, -2.652388, 0.871982], [-8.139040, -1.913867, -0.697857], [-9.840348, -0.763850, 1.579567], [-10.459889, -1.585500, 0.146525], [-9.662265, -0.025737, -0.015449], [5.447544, -1.250976, -6.071208], [5.322410, 0.199631, -5.613763], [5.754529, 0.419923, -4.165139], [4.930041, -0.339153, -3.123403], [3.432218, -0.044806, -3.147966], [3.095405, 1.411946, -2.848623], [4.805004, -1.912136, -5.489104], [5.160364, -1.354082, -7.119491], [6.476610, -1.602768, -5.970235], [4.292839, 0.539279, -5.753985], [5.941792, 0.828292, -6.260771], [5.721536, 1.491107, -3.946436], [6.804300, 0.124825, -4.060779], [5.318474, -0.098765, -2.130036], [5.081875, -1.414771, -3.248969], [2.947435, -0.672725, -2.396983], [3.004771, -0.331830, -4.114980], [3.487256, 1.694180, -1.870257], [2.014513, 1.557883, -2.829831], [3.507220, 2.096115, -3.595364]],
  "atomic_forces_ev_per_a": [[0.0, 0.3, 0.2], [0.4, 0.1, 0.3], [0.3, -0.1, 0.0], [-0.5, -0.1, -1.2], [-0.1, -0.1, 2.7], [0.3, -0.2, -1.0], [0.0, 0.5, 0.0], [-0.4, -0.5, 0.0], [-0.1, 0.3, -0.1], [0.1, -0.1, -0.4], [-0.2, 0.0, 0.3], [0.3, -0.1, -1.3], [0.1, 0.0, 0.3], [0.2, 0.9, -0.4], [0.0, -0.3, -0.5], [-0.9, -0.2, 0.7], [0.7, 0.1, 0.2], [-0.1, -0.2, -0.1], [-0.1, -0.2, -0.1], [0.1, 0.0, 0.0], [-0.1, 0.2, -0.3], [-0.4, 0.0, 0.0], [0.1, 0.0, 0.1], [-0.2, 0.0, 0.0], [0.1, 0.1, 0.0], [0.2, 0.0, 0.0], [0.0, 0.1, 0.1], [-0.2, -0.1, 0.2], [0.0, -0.2, 0.0], [0.1, 0.0, -0.1], [-0.1, 0.1, -0.1], [0.1, 0.1, 0.0], [0.0, -0.1, 0.1], [0.0, 0.1, 0.1], [0.1, 0.0, 0.2], [0.0, -0.1, 0.2], [0.0, 0.0, -0.1], [0.1, 0.0, -0.1], [-0.2, -0.4, -0.1], [-0.1, 0.0, -0.1], [0.1, 0.0, 0.0], [0.0, 0.1, 0.0], [0.0, 0.0, 0.0], [-0.1, 0.0, 0.1], [0.0, -0.1, -0.1], [0.0, 0.0, 0.0], [0.0, 0.0, 0.0], [0.0, 0.0, 0.0], [0.0, 0.0, 0.0], [0.0, 0.0, 0.0], [0.0, 0.0, 0.0], [0.0, 0.0, 0.0], [0.0, 0.0, 0.0], [0.0, 0.0, 0.0], [0.0, 0.0, 0.0], [0.0, 0.0, 0.0], [0.0, 0.0, 0.0], [0.0, 0.0, 0.0], [0.0, 0.0, 0.0], [-0.1, 0.1, -0.1], [0.1, 0.0, 0.0], [0.0, 0.0, 0.0], [0.0, 0.0, 0.0], [0.0, 0.0, 0.1], [0.0, 0.0, 0.0], [0.0, 0.0, 0.0], [0.0, 0.0, 0.0], [0.0, 0.0, 0.0], [0.0, 0.0, 0.0], [0.0, 0.0, 0.0], [0.0, 0.0, 0.0], [0.0, 0.0, 0.0], [0.0, 0.0, 0.0], [0.0, 0.0, 0.0], [0.0, 0.0, 0.0], [0.0, 0.0, 0.0], [0.0, 0.0, 0.0], [0.0, 0.0, 0.0], [0.0, 0.0, 0.0]]
}

***

# 2
{
  "formula": "C24H50N3O23",
  "method": "ωB97M-V/def2-TZVPD",
  "homo_energy_ev": -4.234,
  "e_lumo_ev": 1.5,
  "orbital_gap_ev": 5.715,
  "charge": -1,
  "symbols": ["N", "C", "N", "N", "C", "C", "O", "O", "H", "H", "H", "H", "H", "H", "H", "H", "C", "O", "C", "O", "O", "C", "H", "H", "H", "H", "H", "H", "C", "O", "C", "O", "O", "C", "H", "H", "H", "H", "H", "H", "C", "O", "C", "O", "O", "C", "H", "H", "H", "H", "H", "H", "C", "O", "C", "O", "O", "C", "H", "H", "H", "H", "H", "H", "C", "O", "C", "O", "O", "C", "H", "H", "H", "H", "H", "H", "C", "O", "C", "O", "O", "C", "H", "H", "H", "H", "H", "H", "C", "O", "C", "O", "O", "C", "H", "H", "H", "H", "H", "H"],
  "coordinates": [[6.989601, 7.866430, 1.499956], [5.960110, 8.770545, 0.789570], [5.801183, 9.985382, 1.682378], [6.584835, 9.273985, -0.511839], [4.564269, 7.993927, 0.422050], [3.193409, 8.774478, 0.867987], [2.943485, 10.078683, 0.565261], [2.103246, 8.052463, 1.602815], [6.539106, 7.570939, 2.397170], [7.201982, 7.052325, 0.877203], [5.379792, 10.793753, 1.174076], [6.799309, 10.300004, 1.877836], [6.028927, 10.112107, -0.806012], [6.502632, 8.573668, -1.280991], [4.541907, 6.876679, 0.835513], [4.504293, 7.872858, -0.764229], [-0.461514, 1.546407, 2.935339], [-0.085454, 2.786817, 3.530572], [0.102380, 3.797131, 2.644360], [-0.022552, 3.720244, 1.432118], [0.453290, 4.907701, 3.340509], [0.684648, 6.059027, 2.531031], [-0.584831, 0.811303, 3.735316], [-1.416011, 1.644875, 2.408257], [0.321293, 1.190228, 2.258065], [-0.224021, 6.337863, 1.987813], [1.513354, 5.883188, 1.837557], [0.958377, 6.886778, 3.191013], [2.361452, 0.007987, -0.197570], [2.668125, -0.629868, 1.040748], [3.788996, -1.394222, 1.012524], [4.516774, -1.564508, 0.046919], [3.959816, -1.936262, 2.244652], [5.109795, -2.771501, 2.364060], [1.447344, 0.591891, -0.059684], [3.165569, 0.691236, -0.489362], [2.180317, -0.735555, -0.980312], [6.023741, -2.199356, 2.174672], [5.038476, -3.626217, 1.683652], [5.147461, -3.150296, 3.389130], [5.835500, -0.069083, -1.886281], [5.347561, 0.853625, -2.858323], [5.587921, 0.490003, -4.143388], [6.164877, -0.523235, -4.506049], [5.075213, 1.448957, -4.954968], [5.255878, 1.197598, -6.347273], [5.588387, 0.321665, -0.895423], [5.351275, -1.044086, -2.002352], [6.923689, -0.164908, -1.957088], [4.748485, 0.273253, -6.641643], [6.320998, 1.152421, -6.596389], [4.808082, 2.027117, -6.901396], [0.657970, -2.061653, 2.703368], [-0.492311, -1.915568, 1.872794], [-1.314881, -2.994770, 1.863393], [-1.145581, -4.030978, 2.486820], [-2.358338, -2.721370, 1.040243], [-3.312433, -3.776038, 0.932018], [1.243515, -1.140796, 2.634758], [0.363964, -2.205541, 3.748085], [1.281035, -2.892502, 2.357203], [-3.765133, -3.988434, 1.905910], [-2.848008, -4.675473, 0.514997], [-4.101933, -3.448934, 0.249840], [-2.250421, -7.964620, -0.878452], [-2.738361, -7.041912, -1.850494], [-2.498000, -7.405534, -3.135559], [-1.921045, -8.418772, -3.498220], [-3.010709, -6.446580, -3.947139], [-2.830044, -6.697939, -5.339444], [-2.497535, -7.573872, 0.112405], [-2.734647, -8.939623, -0.994523], [-1.162233, -8.060445, -0.949260], [-3.337437, -7.622284, -5.633814], [-1.764924, -6.743116, -5.588560], [-3.277839, -5.868420, -5.893567], [-3.527952, 4.564267, 3.395407], [-4.678233, 4.710353, 2.564833], [-5.500803, 3.631151, 2.555432], [-5.331503, 2.594943, 3.178859], [-6.544260, 3.904550, 1.732282], [-7.498354, 2.849882, 1.624057], [-2.942407, 5.485124, 3.326797], [-3.821958, 4.420380, 4.440123], [-2.904886, 3.733418, 3.049242], [-7.951055, 2.637486, 2.597949], [-7.033929, 1.950447, 1.207036], [-8.287854, 3.176986, 0.941879], [-8.706821, -9.626954, -1.327541], [-7.494546, -8.940334, -1.022121], [-7.292976, -7.812782, -1.749707], [-8.041833, -7.368130, -2.605599], [-6.113967, -7.265731, -1.360092], [-5.769395, -6.063877, -2.046495], [-8.764583, -10.511659, -0.687611], [-9.573583, -8.992325, -1.116483], [-8.711462, -9.956219, -2.371530], [-6.518725, -5.286847, -1.864166], [-5.656604, -6.250767, -3.119309], [-4.809759, -5.714627, -1.655600]],
  "atomic_forces_ev_per_a": [[-1.6, 0.6, -0.8], [0.1, 0.5, -0.6], [1.6, -0.3, -0.7], [-0.6, -0.2, 0.2], [-1.0, -0.5, -0.3], [-6.1, 2.4, 2.0], [2.5, -6.2, 0.8], [6.3, 2.8, -3.8], [0.5, 0.0, -1.3], [-0.5, 0.9, 1.0], [-0.1, -1.3, 0.4], [-1.6, -0.7, -0.3], [0.5, -1.2, 0.3], [-0.1, 0.7, 0.9], [0.0, 2.6, -0.6], [0.1, 0.4, 2.6], [-0.1, -0.3, -0.1], [0.0, 0.3, -0.3], [0.3, 1.1, -0.2], [0.0, -0.2, 1.6], [-0.8, -2.2, -0.3], [0.3, 0.8, -0.5], [0.1, 0.3, 0.0], [0.2, 0.0, -0.1], [-0.2, 0.1, 0.0], [0.2, -0.2, 0.0], [-0.4, 0.2, 0.2], [0.0, -0.4, -0.1], [-0.2, 0.4, -0.6], [1.2, -0.7, 0.1], [0.1, 0.1, -0.3], [-1.2, 0.0, 1.7], [-0.3, 0.5, -0.9], [0.4, -0.3, 0.1], [0.2, -0.2, 0.2], [-0.1, -0.2, 0.0], [0.2, 0.1, 0.1], [-0.2, -0.1, -0.1], [0.1, 0.3, 0.0], [-0.3, 0.2, -0.2], [0.3, -0.4, 0.3], [0.1, 0.0, -1.4], [0.2, -0.3, 0.2], [-0.8, 1.4, 0.4], [0.3, -0.6, 0.6], [0.0, 0.0, -0.4], [-0.1, 0.1, -0.5], [0.3, 0.3, -0.1], [-0.2, -0.1, -0.1], [0.2, 0.1, 0.1], [-0.2, -0.2, 0.1], [0.0, 0.0, 0.4], [0.5, 0.1, 0.5], [-0.9, -0.9, -0.2], [0.2, -0.2, 0.2], [-0.3, 1.4, -0.9], [0.8, -0.1, 0.5], [-0.3, -0.3, 0.0], [-0.4, -0.3, -0.1], [0.0, -0.2, -0.2], [-0.2, 0.1, 0.2], [0.2, -0.1, -0.1], [0.0, 0.1, 0.2], [0.3, 0.2, 0.1], [0.2, -0.4, 0.5], [0.1, -0.1, -1.1], [0.3, -0.5, -0.1], [-0.9, 1.5, 0.5], [0.3, -0.6, 0.8], [0.1, -0.1, -0.6], [-0.1, 0.2, -0.3], [0.2, 0.2, -0.1], [-0.2, -0.1, -0.1], [0.2, 0.1, 0.1], [-0.2, -0.2, 0.1], [0.0, 0.0, 0.4], [0.6, 0.0, 0.4], [-1.0, -0.9, -0.2], [0.4, -0.1, 0.3], [-0.3, 1.4, -0.9], [0.7, -0.1, 0.5], [-0.3, -0.3, 0.0], [-0.3, -0.1, -0.2], [0.0, -0.1, -0.2], [-0.2, 0.1, 0.2], [0.2, -0.1, -0.1], [0.0, 0.1, 0.2], [0.3, 0.2, 0.1], [-0.4, -0.2, -0.1], [0.3, 0.8, -0.4], [-0.2, 0.3, -0.3], [1.1, -0.7, 1.2], [-1.0, -0.7, -0.1], [0.2, 0.6, -0.2], [0.3, 0.3, 0.0], [0.2, -0.1, -0.2], [-0.1, 0.2, 0.1], [0.0, -0.2, -0.2], [-0.1, 0.1, 0.2], [-0.2, -0.4, 0.0]]
}